#A
The following is a quantum chemistry calculation of a gas-phase ion, C2H3O4S2 (charge -1), from the Open Molecules 2025 dataset.

Output
HOMO-LUMO gap ... 7.81 eV
Charge ... -1
SMILES ... O=C([O-])C(O)(O)SS

Geometry (Å):
S (-0.6781, 1.1564, 0.6561)
S (-2.7361, 0.9893, 0.6242)
O (2.2774, 0.6967, -0.1760)
O (-0.1627, -0.0448, -1.6226)
O (1.6735, -0.7985, 1.4153)
O (-0.2035, -1.4987, 0.2280)
C (1.4979, -0.0399, 0.4269)
C (0.0402, -0.2628, -0.0946)
H (-2.8822, 0.9954, -0.7246)
H (0.5201, -1.6482, 1.1835)
H (0.6535, 0.4551, -1.9162)

Atomic partial charges in e from the Mulliken method, atoms 1 to 8: atom 1 (S): -0.1095, atom 2 (S): -0.2878, atom 3 (O): -0.6927, atom 4 (O): -0.5750, atom 5 (O): -0.7105, atom 6 (O): -0.6902, atom 7 (C): 0.3349, atom 8 (C): 0.7824

---

#B
The following is a quantum chemistry calculation of a gas-phase ion, C2H3O4S2 (charge -1), from the Open Molecules 2025 dataset.

Output
HOMO-LUMO gap ... 7.89 eV
Charge ... -1
SMILES ... C=C[S@](=O)([O-])=S(=O)=O

Geometry (Å):
S (1.9530, 1.0638, 0.0601)
S (3.6675, -0.5670, -0.1083)
O (1.9127, 1.4433, 1.4680)
O (2.4617, 2.1580, -0.7623)
O (3.8659, -1.0417, -1.4863)
O (3.2530, -1.6293, 0.7781)
C (-0.3674, -0.1507, 0.5090)
C (0.1386, 0.7794, -0.3515)
H (-1.4034, -0.4051, 0.3015)
H (0.2844, -0.5298, 1.2097)
H (-0.4007, 0.9662, -1.3725)

Atomic partial charges in e from the Mulliken method, atoms 1 to 8: atom 1 (S): 0.7829, atom 2 (S): 0.5603, atom 3 (O): -0.6190, atom 4 (O): -0.6814, atom 5 (O): -0.5346, atom 6 (O): -0.5182, atom 7 (C): -0.6284, atom 8 (C): -0.1473

---

So which one is most stable? That would be #A, about 39.4 kcal/mol below the next structure.

---

#A
The following is a quantum chemistry calculation of 2 unconnected molecules or ions with the total composition BrClFHN3O, from the Open Molecules 2025 dataset.

Output
HOMO-LUMO gap (alpha / beta) ... 7.27 / 7.27 eV
Charge ... -1

Geometry (Å):
Br (5.4199, 0.0511, 0.2166)
Cl (2.4947, 1.4947, -0.0517)
F (-1.6367, 0.5433, -0.0865)
O (0.9421, -0.6770, 0.3150)
N (3.0786, -1.3215, 0.0348)
N (2.1637, -0.5517, -0.0041)
N (4.3241, -1.3929, -0.1139)
H (-0.7648, 0.3427, 0.2260)

The net atomic charges from Mulliken, expressed in e, are: atom 1 (Br): -0.1395, atom 2 (Cl): -0.3876, atom 3 (F): -0.4304, atom 4 (O): -0.6641, atom 5 (N): 0.1491, atom 6 (N): 0.5847, atom 7 (N): -0.5569, atom 8 (H): 0.4448

---

#B
The following is a quantum chemistry calculation of 3 unconnected molecules or ions with the total composition BrClFHN3O, from the Open Molecules 2025 dataset.

Output
HOMO-LUMO gap ... 8.62 eV
Charge ... -1

Geometry (Å):
Br (-0.6134, -2.1184, 0.5119)
Cl (-3.2777, 0.3797, -0.4361)
F (-0.7972, 0.6542, -0.4040)
O (2.5781, 1.5538, 0.2867)
N (1.9921, 0.4944, 0.4773)
N (0.9692, -1.5021, -0.0671)
N (1.2537, -0.2911, 0.1410)
H (-2.1048, 0.8295, -0.5098)

The net atomic charges from Mulliken, expressed in e, are: atom 1 (Br): 0.0467, atom 2 (Cl): -0.4819, atom 3 (F): -0.7602, atom 4 (O): -0.5798, atom 5 (N): 0.3283, atom 6 (N): -0.5286, atom 7 (N): 0.6541, atom 8 (H): 0.3214

---

So which one is most stable? That would be #A, about 22.4 kcal/mol below the next structure.

---

#A
The following is a quantum chemistry calculation of a molecular structure, C2H3O2P, from the Open Molecules 2025 dataset.

Output
HOMO-LUMO gap ... 10.84 eV
Charge ... 0

Geometry (Å):
P (-0.9676, -0.4072, -0.1375)
O (-0.3566, -1.7409, -0.1266)
O (-1.8696, 0.0478, -1.1152)
C (1.1611, 0.4104, 0.6697)
C (1.0328, 0.7673, -0.4790)
H (1.1941, -0.1048, 1.4796)
H (1.0986, 1.0385, -1.4964)
H (-1.2927, -0.0112, 1.2055)

The net atomic charges from Mulliken, expressed in e, are: atom 1 (P): 0.6787, atom 2 (O): -0.5588, atom 3 (O): -0.5353, atom 4 (C): -0.1968, atom 5 (C): -0.5091, atom 6 (H): 0.5254, atom 7 (H): 0.4788, atom 8 (H): 0.1172

---

#B
The following is a quantum chemistry calculation of 2 unconnected molecules or ions with the total composition C2H3O2P, from the Open Molecules 2025 dataset.

Output
HOMO-LUMO gap (alpha / beta) ... 7.08 / 8.67 eV
Charge ... 0

Geometry (Å):
P (-0.3673, 0.2807, 0.9396)
O (0.2408, -1.0937, 0.8236)
O (0.8420, 1.3296, 1.5327)
C (0.3136, -1.4177, -1.3436)
C (-0.0792, -0.9207, -2.3390)
H (-0.8840, 0.3343, 2.2808)
H (-0.4749, -0.7035, -3.2097)
H (0.4090, 2.1910, 1.3156)

The net atomic charges from Mulliken, expressed in e, are: atom 1 (P): 0.4649, atom 2 (O): -0.3804, atom 3 (O): -0.4588, atom 4 (C): -0.4038, atom 5 (C): -0.1125, atom 6 (H): 0.1074, atom 7 (H): 0.4478, atom 8 (H): 0.3355

---

So which one is most stable? That would be #A, about 93.0 kcal/mol below the next structure.

---

#A
The following is a quantum chemistry calculation of 2 unconnected molecules or ions with the total composition C7H11NO2, from the Open Molecules 2025 dataset.

Output
HOMO-LUMO gap (alpha / beta) ... 7.54 / 7.53 eV
Charge ... 0

Geometry (Å):
O (3.7880, 0.5003, 0.0031)
O (2.8581, -1.4749, -0.3006)
N (2.8380, -0.2650, -0.1462)
C (-2.8036, -0.7123, -0.2094)
C (-0.2245, -0.2073, -0.0160)
C (-1.5546, -0.7351, 0.6806)
C (-0.3896, -1.6204, 0.4425)
C (0.7291, 0.8598, -0.0188)
C (0.1275, 0.4738, -1.2810)
C (1.3178, 1.9986, 0.6087)
H (2.4715, 1.9855, 0.5432)
H (1.1510, 1.9869, 1.7098)
H (-1.7237, -0.3208, 1.6909)
H (-0.7155, 1.2097, -1.7186)
H (1.0868, 3.0406, 0.2530)
H (-0.3498, -2.3952, -0.2100)
H (0.6758, 0.0044, -2.2086)
H (-3.6517, -0.3147, 0.3829)
H (0.0429, -1.9026, 1.4932)
H (-2.6236, -0.3710, -1.2463)
H (-3.0500, -1.7401, -0.4524)

Atomic partial charges in e from the Mulliken method, atoms 1 to 8: atom 1 (O): -0.5662, atom 2 (O): -0.4995, atom 3 (N): 0.4802, atom 4 (C): -1.2842, atom 5 (C): 0.4297, atom 6 (C): 0.2346, atom 7 (C): -0.7253, atom 8 (C): 0.5514

---

#B
The following is a quantum chemistry calculation of C7H11NO2 in the gas phase, from the Open Molecules 2025 dataset.

Output
HOMO-LUMO gap ... 7.60 eV
Charge ... 0
SMILES ... CC(=O)C1=C([O-])CC[N@@H+]1C

Geometry (Å):
O (3.5795, 0.0951, -0.0938)
O (1.8829, -2.8228, -0.1338)
N (-0.2985, -0.0052, 0.0786)
C (-1.0683, -1.0577, 0.8124)
C (-0.9653, 0.3642, -1.1879)
C (1.0165, -0.6030, -0.1755)
C (-0.4835, -2.3619, 0.3030)
C (2.0423, 1.9134, 0.3467)
C (2.4743, 0.5092, 0.0343)
C (1.0098, -1.9792, -0.0187)
H (-0.3021, 0.9976, -1.7729)
H (-1.9035, 0.8863, -0.9998)
H (1.4008, 2.3069, -0.4400)
H (-2.1376, -0.9334, 0.6350)
H (-0.5016, -3.1528, 1.0476)
H (2.9209, 2.5484, 0.4282)
H (-1.1569, -0.5451, -1.7555)
H (-0.9787, -2.7244, -0.5979)
H (1.5099, 1.9394, 1.2984)
H (-0.8621, -0.9469, 1.8787)
H (-0.2020, 0.8451, 0.6408)

Atomic partial charges in e from the Mulliken method, atoms 1 to 8: atom 1 (O): -0.4767, atom 2 (O): -0.7057, atom 3 (N): 0.1868, atom 4 (C): -0.5040, atom 5 (C): -1.0290, atom 6 (C): -0.3840, atom 7 (C): -0.7062, atom 8 (C): -1.3266

---

So which one is most stable? That would be #B, about 112.4 kcal/mol below the next structure.

---

#A
The following is a quantum chemistry calculation of 2 unconnected molecules or ions with the total composition C5H8N2OS, from the Open Molecules 2025 dataset.

Output
HOMO-LUMO gap (alpha / beta) ... 7.88 / 7.88 eV
Charge ... 0

Geometry (Å):
S (0.0708, -2.5758, -2.0176)
O (0.4404, 2.4885, -0.7542)
N (-1.2192, -3.0188, 0.1702)
N (-0.5786, 0.0671, -1.4602)
C (0.6996, 0.7234, 0.8779)
C (-0.7093, -1.2090, -1.1130)
C (-1.2341, -1.6956, 0.0888)
C (0.8500, 1.2509, -0.4778)
C (-0.6486, -3.6654, -0.7713)
H (-0.4048, 2.8995, -0.4000)
H (0.2122, -0.1826, 0.9036)
H (1.5850, 0.6981, 1.4003)
H (-2.0970, -1.3012, 0.6535)
H (-0.0473, 0.1353, -2.3832)
H (0.0594, 1.5938, 1.3402)
H (-0.5799, -4.7116, -0.8383)
H (1.6759, 0.9957, -1.0818)

Atomic partial charges in e from the Mulliken method, atoms 1 to 8: atom 1 (S): -0.1888, atom 2 (O): -0.5151, atom 3 (N): -0.5468, atom 4 (N): -0.6263, atom 5 (C): -0.8681, atom 6 (C): 0.4889, atom 7 (C): -0.5381, atom 8 (C): 0.3696

---

#B
The following is a quantum chemistry calculation of C5H8N2OS in the gas phase, from the Open Molecules 2025 dataset.

Output
HOMO-LUMO gap ... 9.04 eV
Charge ... 0
SMILES ... CC1=NC(OS)N=C1C

Geometry (Å):
S (-1.5468, -1.5592, -2.3216)
O (-0.2534, -0.5891, -2.7591)
N (0.1581, 1.2185, -1.1472)
N (0.3721, -1.0753, -0.6134)
C (-0.1137, -1.2164, 1.8057)
C (0.4699, -0.1066, -1.7011)
C (0.1132, 2.1702, 1.0485)
C (0.1407, -0.4575, 0.4527)
C (0.1779, 1.0309, 0.0837)
H (-0.8651, 2.2998, 1.5056)
H (0.8098, -1.7387, 2.0437)
H (-0.1663, -0.4638, 2.6978)
H (1.5292, 0.0799, -2.0901)
H (-1.1168, -2.6547, -3.0296)
H (0.4631, 3.0907, 0.5209)
H (0.8060, 1.8640, 1.8041)
H (-0.9780, -1.8928, 1.6994)

Atomic partial charges in e from the Mulliken method, atoms 1 to 8: atom 1 (S): -0.1267, atom 2 (O): -0.3432, atom 3 (N): -0.5987, atom 4 (N): -0.5964, atom 5 (C): -0.9893, atom 6 (C): 0.2557, atom 7 (C): -1.1084, atom 8 (C): 0.6526

---

So which one is most stable? That would be #B, about 22.7 kcal/mol below the next structure.